178
Properties=species:S:1:pos:R:3:forces:R:3 method="wB97M-V/def2-TZVPD" largest_force_ev_per_a=3.51 molar_mass_g_mol=1137.23 orbital_gap_ev="7.8 / 4.0" spin_multiplicity=2 e_homo_ha="-0.2858 / -0.2858"
N -0.652 0.292 1.132 -1.8 -0.3 -0.9
O -1.491 -0.581 0.935 1.0 0.7 -0.3
O -0.216 0.496 2.251 0.8 0.1 1.3
O -0.236 1.110 0.308 0.0 -0.5 -0.2
O -3.143 0.594 -3.829 -2.6 0.0 0.9
P -4.480 0.775 -3.124 0.2 0.2 1.7
N -4.570 2.157 -2.004 1.0 -0.9 -1.7
C -3.778 2.203 -0.748 0.0 -0.9 -0.8
C -5.093 3.491 -2.374 -0.4 -1.6 -0.3
N -4.820 -0.510 -1.998 2.0 0.8 -0.8
C -5.940 -0.566 -1.107 -1.0 0.9 -0.3
C -3.831 -1.612 -1.833 -0.4 1.2 -0.6
N -5.847 0.831 -4.180 1.7 1.3 2.8
C -7.156 1.231 -3.786 -0.1 1.1 0.8
C -5.818 0.432 -5.525 1.5 -0.9 0.1
H -3.413 3.208 -0.539 -0.4 0.1 -0.1
H -2.861 1.620 -0.827 -0.1 -0.4 0.0
H -4.384 1.837 0.081 0.1 0.1 0.2
H -4.496 4.287 -1.928 -0.5 -0.1 0.4
H -6.112 3.317 -2.028 -0.3 1.8 0.0
H -5.084 3.700 -3.444 -0.1 -0.3 -0.1
H -6.873 -0.318 -1.613 -0.2 -0.6 -0.3
H -6.020 -1.562 -0.671 -0.1 0.2 0.1
H -5.953 0.216 -0.348 0.6 -0.1 0.6
H -2.801 -1.258 -1.878 0.0 0.1 -0.5
H -3.876 -2.019 -0.822 -0.6 -0.3 -0.2
H -4.070 -2.269 -2.669 0.6 -0.8 0.5
H -7.441 2.140 -4.316 0.1 0.6 0.1
H -7.974 0.579 -4.092 0.2 -0.9 0.4
H -7.104 1.426 -2.715 -0.8 0.0 -0.1
H -4.757 0.341 -5.757 -0.1 0.0 -0.8
H -6.335 1.184 -6.121 -0.1 -0.4 -0.5
H -6.238 -0.572 -5.452 -0.5 -0.1 -1.4
O -1.767 -7.625 -0.894 1.0 2.0 0.9
P -1.340 -6.486 -0.005 -0.4 0.7 2.1
N -2.096 -6.448 1.567 0.9 -0.3 -1.1
C -1.719 -7.448 2.622 -0.8 1.0 -1.2
C -3.145 -5.502 1.894 -0.1 -0.4 -0.5
N -1.510 -4.885 -0.601 0.4 -1.6 0.7
C -1.993 -4.730 -1.990 0.0 1.9 1.1
C -1.306 -3.586 0.188 -0.4 -1.6 -1.4
N 0.268 -6.557 0.520 -0.5 -0.5 0.0
C 1.153 -7.379 -0.300 1.0 0.8 0.7
C 0.853 -5.552 1.414 0.9 -0.9 0.1
H -2.623 -7.875 3.057 -0.2 0.0 0.0
H -1.187 -6.933 3.422 0.3 -0.2 0.1
H -1.167 -8.280 2.185 0.2 0.3 0.1
H -3.419 -4.920 1.014 0.1 -0.1 -0.1
H -2.845 -4.782 2.656 0.0 0.0 0.3
H -4.051 -6.036 2.179 -0.1 0.1 0.4
H -3.000 -4.318 -1.919 -0.5 -0.5 -0.4
H -1.441 -3.869 -2.368 0.3 -0.1 -0.5
H -1.904 -5.571 -2.677 0.0 -0.1 0.6
H -2.305 -3.155 0.243 0.3 0.6 0.2
H -0.840 -3.663 1.170 -0.6 -0.7 0.0
H -0.592 -2.962 -0.351 -0.3 0.2 -0.4
H 0.920 -8.440 -0.210 -0.2 0.2 -0.6
H 1.259 -6.970 -1.305 -0.4 -0.6 -0.4
H 2.161 -7.255 0.097 0.1 -0.1 0.2
H 1.850 -5.876 1.714 0.3 -0.4 -0.4
H 0.410 -5.497 2.408 -0.9 0.2 -0.3
H 1.046 -4.558 1.009 -0.5 0.1 -0.3
O 1.562 4.390 -0.722 0.4 0.2 -1.0
P 1.425 4.749 -2.154 1.0 -0.2 -1.0
N 1.646 6.434 -2.391 -0.3 1.1 -0.1
C 2.934 7.056 -1.964 -0.5 -0.2 0.3
C 1.076 7.256 -3.461 -0.9 0.4 0.6
N -0.003 4.161 -2.885 0.3 0.5 0.3
C -1.230 4.868 -2.520 0.7 0.7 -0.6
C -0.127 2.723 -3.230 1.1 0.6 0.0
N 2.622 4.201 -3.246 -0.2 0.4 -0.8
C 2.628 4.801 -4.645 -1.3 -0.8 1.5
C 3.970 3.837 -2.790 -0.7 -0.6 0.1
H 3.764 6.860 -2.644 0.1 -0.6 -0.1
H 3.213 6.827 -0.936 -0.1 -0.4 -0.1
H 2.882 8.144 -2.000 -0.6 0.1 0.1
H 1.811 7.864 -3.987 0.4 -0.8 -0.6
H 0.482 8.073 -3.051 -0.5 0.0 0.5
H 0.394 6.710 -4.113 0.4 -0.1 -0.2
H -0.914 5.714 -1.910 -0.4 0.1 0.2
H -1.632 5.270 -3.451 -0.5 0.1 0.1
H -2.013 4.320 -1.997 0.3 -0.4 0.1
H 0.710 2.477 -3.884 0.0 -0.1 0.0
H -0.015 2.103 -2.340 -0.3 -0.1 0.1
H -1.041 2.471 -3.768 -0.2 0.4 0.2
H 1.662 4.629 -5.119 -0.4 0.2 0.3
H 2.757 5.879 -4.545 0.6 -0.1 -0.6
H 3.265 4.260 -5.345 0.7 0.3 0.6
H 4.180 4.090 -1.751 -0.4 -0.3 0.2
H 4.767 4.340 -3.339 -0.2 -0.1 -0.4
H 3.944 2.762 -2.965 1.2 -0.1 0.4
O 2.971 0.488 3.005 0.3 -1.7 0.2
P 3.405 -0.942 3.148 0.2 2.5 0.3
N 2.525 -1.729 4.442 1.6 0.4 -1.2
C 1.802 -2.994 4.218 1.1 0.7 0.2
C 2.658 -1.190 5.816 -0.6 0.8 -0.5
N 5.085 -1.018 3.465 -0.9 -0.5 0.7
C 6.108 -0.368 2.639 -1.1 0.2 -0.7
C 5.649 -1.957 4.391 -0.1 -0.2 0.4
N 3.280 -1.691 1.647 -1.9 -0.2 0.0
C 3.819 -2.992 1.364 0.9 0.2 0.0
C 2.068 -1.439 0.816 0.6 1.1 0.2
H 2.151 -3.481 3.307 0.0 0.1 -0.1
H 0.735 -2.808 4.101 -0.2 -0.3 0.4
H 2.099 -3.638 5.046 -0.7 -0.4 0.0
H 2.592 -0.102 5.795 0.0 0.2 -0.4
H 3.574 -1.366 6.380 0.3 -0.7 -0.3
H 1.822 -1.462 6.461 -0.1 -0.5 -0.3
H 6.150 -0.893 1.685 0.1 0.3 -0.4
H 5.835 0.678 2.497 0.0 -0.1 -0.3
H 7.125 -0.385 3.031 -0.3 -0.3 0.6
H 4.919 -2.292 5.128 0.1 0.1 0.0
H 6.022 -2.865 3.917 0.4 -0.2 -0.2
H 6.461 -1.427 4.888 0.1 -0.4 0.3
H 4.404 -3.318 2.223 -0.2 -0.6 0.0
H 3.020 -3.656 1.033 0.2 -0.5 0.4
H 4.529 -2.898 0.542 0.1 -0.2 -0.3
H 2.061 -0.371 0.596 -0.4 0.1 0.2
H 1.135 -1.753 1.285 -0.1 0.0 0.3
H 2.085 -1.919 -0.162 0.6 -0.3 0.1
O 3.284 -1.271 -5.252 -0.4 0.5 0.6
P 1.827 -1.502 -5.168 -1.9 -1.0 -0.4
N 0.944 -1.061 -6.572 0.9 -0.1 1.8
C 1.592 -1.343 -7.884 -1.5 1.0 1.2
C -0.275 -0.220 -6.567 -0.1 -0.9 -0.7
N 0.921 -0.704 -3.930 0.3 -0.4 -0.9
C 1.633 -0.231 -2.759 0.0 0.5 -0.4
C -0.453 -1.181 -3.607 1.8 -1.0 -0.5
N 1.531 -3.205 -4.996 0.5 0.4 0.3
C 2.302 -4.086 -4.000 -1.1 1.4 -1.8
C 0.810 -3.955 -6.059 -0.3 1.1 1.3
H 2.546 -1.849 -7.736 -0.2 0.0 -0.2
H 1.700 -0.353 -8.327 0.5 -0.2 -0.5
H 0.845 -1.890 -8.459 0.4 -0.4 -0.4
H -1.175 -0.830 -6.493 -0.1 -0.3 0.1
H -0.392 0.229 -7.553 0.4 0.3 0.0
H -0.401 0.535 -5.791 0.7 -0.1 0.0
H 2.215 -1.010 -2.265 0.0 0.0 0.3
H 2.285 0.596 -3.037 0.2 -0.1 0.1
H 0.863 0.186 -2.110 0.3 -0.1 0.4
H -1.071 -0.425 -3.124 0.0 0.2 -0.6
H -0.820 -1.629 -4.530 -0.7 0.4 0.3
H -0.347 -2.021 -2.920 -0.1 -0.2 0.3
H 3.156 -4.510 -4.530 0.1 -0.3 0.3
H 2.642 -3.529 -3.127 -0.1 0.2 -0.2
H 1.571 -4.832 -3.687 0.3 -0.2 0.1
H 1.193 -3.865 -7.075 0.6 -0.4 0.1
H -0.181 -3.504 -6.110 -0.3 -0.3 -0.1
H 0.723 -4.975 -5.684 0.0 -0.1 -0.5
O 0.958 3.300 4.534 -0.9 0.5 2.6
P 0.399 3.396 5.934 0.9 0.4 0.8
N -0.437 2.024 6.397 -0.5 -1.0 -0.3
C -0.913 1.071 5.363 -0.3 1.4 0.6
C -0.389 1.318 7.686 0.8 0.7 -0.1
N -0.681 4.687 6.222 -0.5 -0.7 0.2
C -0.616 5.906 5.436 0.9 0.0 -0.4
C -1.820 4.648 7.241 1.8 -0.8 -2.1
N 1.565 3.557 7.249 -0.6 -0.1 -1.0
C 2.785 2.728 7.258 -0.4 0.1 0.7
C 1.267 4.167 8.566 -0.4 0.3 -0.8
H -1.901 0.775 5.715 0.0 -0.6 -0.1
H -0.192 0.255 5.313 -0.3 -0.2 -0.5
H -1.087 1.591 4.421 0.5 -0.2 0.0
H 0.529 0.743 7.809 0.3 -0.1 -0.1
H -1.186 0.578 7.760 -0.3 0.4 0.0
H -0.417 2.017 8.521 -0.2 -0.1 0.0
H 0.309 5.957 4.861 0.1 -0.4 0.0
H -1.390 6.006 4.675 -0.4 -0.1 0.2
H -0.557 6.808 6.046 -0.4 0.0 0.3
H -2.785 4.491 6.757 -0.1 0.6 -0.3
H -1.702 3.703 7.771 0.2 0.6 0.8
H -1.724 5.614 7.736 -0.5 -0.5 0.7
H 3.201 2.500 6.277 -0.1 0.5 0.0
H 3.481 3.218 7.939 0.5 0.4 -0.6
H 2.675 1.782 7.788 -0.6 -0.5 -0.1
H 1.269 5.257 8.571 0.5 0.2 -0.4
H 2.011 3.839 9.292 -0.2 -0.1 0.0
H 0.261 3.979 8.942 0.0 -0.6 0.1